--- 1 ---
# C2H6ClN3

A 2-piece molecular cluster, C2H6ClN3 overall (the ωB97M-V functional and the def2-TZVPD basis, OMol25).

```
! RIJCOSX wB97M-V def2-TZVPD def2/J DEFGRID3
* xyz 0 1
H -2.61 -0.31 -0.95
N -2.18 0.47 -0.51
C -0.96 0.59 -0.27
N -0.39 1.72 0.21
N -0.20 -0.57 -0.62
C -0.16 -1.55 0.18
H -0.94 2.46 0.56
H 0.51 1.82 0.55
H -0.08 -1.55 1.27
H -0.14 -2.53 -0.20
Cl 2.97 -0.14 -0.32
H 4.18 -0.42 0.10
*
```

Calculated values
E_HOMO = -9.0673 eV
orbital gap = 9.70 eV

These are the Löwdin partial charges, in e, on atoms 1 to 5: number 1, H, carries 0.041; number 2, N, carries 0.121; number 3, C, carries -0.609; number 4, N, carries 0.161; number 5, N, carries 0.027

***

--- 2 ---
# C2H6ClN3

A 2-piece molecular cluster, C2H6ClN3 overall (the ωB97M-V functional and the def2-TZVPD basis, OMol25).

```
! RIJCOSX wB97M-V def2-TZVPD def2/J DEFGRID3
* xyz 0 1
H 0.55 0.65 1.75
N 0.31 1.24 0.95
C -0.28 0.62 0.01
N -0.71 1.27 -1.10
N -0.57 -0.73 0.02
C 0.28 -1.65 -0.16
H -0.84 2.27 -1.02
H -1.33 0.78 -1.72
H 1.32 -1.48 -0.40
H -0.04 -2.68 -0.07
Cl 3.14 0.20 -0.13
H 2.13 0.90 0.36
*
```

Calculated values
E_HOMO = -9.5113 eV
orbital gap = 10.29 eV

These are the Löwdin partial charges, in e, on atoms 1 to 5: number 1, H, carries 0.053; number 2, N, carries 0.067; number 3, C, carries -0.635; number 4, N, carries 0.145; number 5, N, carries 0.058

***

Most stable: 2

***

--- 1 ---
# C4H6N2O

One molecule with the formula C4H6N2O (the ωB97M-V functional and the def2-TZVPD basis, OMol25).

```
! RIJCOSX wB97M-V def2-TZVPD def2/J DEFGRID3
* xyz 0 1
N -0.85 -1.90 0.30
C -0.53 -0.63 0.11
C -0.57 0.50 -0.67
O -1.45 0.75 -1.70
C 0.70 1.19 -0.47
C 1.46 0.57 0.46
N 0.65 -0.52 0.98
H 0.45 -1.76 0.87
H -1.61 -2.32 -0.22
H -1.98 1.52 -1.46
H 1.00 2.06 -1.04
H 2.39 0.84 0.93
H 0.33 -0.30 1.92
*
```

Calculated values
E_HOMO = -6.9400 eV
orbital gap = 7.77 eV

These are the Löwdin partial charges, in e, on atoms 1 to 5: number 1, N, carries 0.041; number 2, C, carries -0.366; number 3, C, carries -0.296; number 4, O, carries 0.014; number 5, C, carries -0.024

***

--- 2 ---
# C4H6N2O

C4H6N2O as an isolated structure (the ωB97M-V functional and the def2-TZVPD basis, OMol25).

```
! RIJCOSX wB97M-V def2-TZVPD def2/J DEFGRID3
* xyz 0 1
N -1.96 0.48 -0.35
C -0.66 -0.05 -0.16
C -0.50 -1.48 -0.49
N 0.60 -2.10 -0.31
C 1.66 1.14 0.18
O 2.30 1.36 1.35
C 0.41 0.65 0.22
H -2.68 -0.12 0.04
H -2.06 1.41 0.04
H -1.40 -1.94 -0.91
H 0.51 -3.07 -0.62
H 3.14 1.79 1.12
H 0.65 1.92 -0.12
*
```

Calculated values
E_HOMO = -7.6994 eV
orbital gap = 8.14 eV

These are the Löwdin partial charges, in e, on atoms 1 to 5: number 1, N, carries 0.066; number 2, C, carries -0.335; number 3, C, carries -0.204; number 4, N, carries 0.106; number 5, C, carries -0.189

***

--- 3 ---
# C4H6N2O

C4H6N2O as an isolated structure (the ωB97M-V functional and the def2-TZVPD basis, OMol25).

```
! RIJCOSX wB97M-V def2-TZVPD def2/J DEFGRID3
* xyz 0 1
C 1.50 -1.07 -0.51
C 0.33 -0.21 -0.17
C 0.28 1.23 -0.17
N -0.95 1.67 -0.19
C -1.61 0.45 -0.15
N -2.09 -0.02 0.99
O -0.92 -0.55 -0.74
H 1.79 -0.95 -1.56
H 2.35 -0.78 0.11
H 1.28 -2.12 -0.32
H 1.13 1.90 -0.05
H -0.69 -0.30 1.19
H -2.39 0.75 1.58
*
```

Calculated values
E_HOMO = -9.0003 eV
orbital gap = 9.27 eV

These are the Löwdin partial charges, in e, on atoms 1 to 5: number 1, C, carries -0.032; number 2, C, carries -0.339; number 3, C, carries -0.100; number 4, N, carries 0.126; number 5, C, carries -0.513

***

--- 4 ---
# C4H6N2O

One molecule with the formula C4H6N2O (the ωB97M-V functional and the def2-TZVPD basis, OMol25).

```
! RIJCOSX wB97M-V def2-TZVPD def2/J DEFGRID3
* xyz 0 1
C -1.50 -0.90 0.46
N -0.46 -0.33 1.29
C 0.71 0.18 0.80
O 1.47 0.86 1.47
N 1.03 -0.22 -0.53
C 0.52 0.64 -1.65
C 1.71 0.89 -1.25
H -2.24 -1.38 1.10
H -1.07 -1.65 -0.21
H -2.01 -0.14 -0.15
H -0.67 -0.04 2.23
H -0.32 0.67 -2.32
H 2.67 1.37 -1.20
*
```

Calculated values
E_HOMO = -8.6519 eV
orbital gap = 9.56 eV

These are the Löwdin partial charges, in e, on atoms 1 to 5: number 1, C, carries -0.094; number 2, N, carries 0.020; number 3, C, carries -0.579; number 4, O, carries 0.051; number 5, N, carries 0.008

***

Most stable: 4

***

--- 1 ---
# C4H6N2O

C4H6N2O as an isolated structure (the ωB97M-V functional and the def2-TZVPD basis, OMol25).

```
! RIJCOSX wB97M-V def2-TZVPD def2/J DEFGRID3
* xyz 0 1
C -1.05 0.78 1.24
C -0.81 -0.49 0.68
C -1.11 -0.44 -0.72
N 0.07 -0.41 -1.30
C 1.03 -0.37 -0.21
O 2.32 -0.52 -0.61
N 0.49 -0.92 0.87
H -0.52 1.05 2.15
H -1.97 1.32 1.04
H 0.52 1.09 0.18
H -2.04 -0.21 -1.22
H 0.26 -0.18 -2.27
H 2.83 -0.71 0.19
*
```

Calculated values
E_HOMO (spin up / spin down) = -7.8635 / -7.8631 eV
orbital gap (spin up / spin down) = 8.34 / 8.34 eV

These are the Löwdin partial charges, in e, on atoms 1 to 5: number 1, C, carries 0.020; number 2, C, carries -0.407; number 3, C, carries -0.047; number 4, N, carries 0.136; number 5, C, carries -0.561

***

--- 2 ---
# C4H6N2O

A 2-piece molecular cluster, C4H6N2O overall (the ωB97M-V functional and the def2-TZVPD basis, OMol25).

```
! RIJCOSX wB97M-V def2-TZVPD def2/J DEFGRID3
* xyz 0 1
C -2.06 0.49 0.38
O -1.53 -0.27 -0.72
C -0.32 0.03 -1.12
N 0.44 0.94 -0.80
N 1.53 1.44 -0.43
C 2.17 -1.37 0.25
C 1.32 -2.15 0.59
H -3.05 0.08 0.58
H -1.42 0.39 1.26
H -2.14 1.54 0.09
H 1.64 2.34 -0.92
H 2.86 -0.61 -0.06
H 0.57 -2.85 0.89
*
```

Calculated values
E_HOMO (spin up / spin down) = -8.8622 / -8.8620 eV
orbital gap (spin up / spin down) = 9.26 / 9.26 eV

These are the Löwdin partial charges, in e, on atoms 1 to 5: number 1, C, carries -0.055; number 2, O, carries -0.105; number 3, C, carries -0.151; number 4, N, carries -0.092; number 5, N, carries 0.067

***

--- 3 ---
# C4H6N2O

C4H6N2O as an isolated structure (the ωB97M-V functional and the def2-TZVPD basis, OMol25).

```
! RIJCOSX wB97M-V def2-TZVPD def2/J DEFGRID3
* xyz 0 1
C -1.70 0.13 0.38
C -0.72 -0.85 -1.14
N 0.05 -0.02 -1.83
C 1.12 0.41 -1.10
C 1.06 -0.05 0.18
O 1.83 0.12 1.30
N -0.10 -0.78 0.26
H -1.71 1.02 -0.23
H -1.51 0.38 1.43
H -2.59 -0.49 0.27
H 1.90 1.03 -1.53
H 2.61 0.63 1.05
H -0.22 -1.51 0.97
*
```

Calculated values
E_HOMO = -8.2248 eV
orbital gap = 8.70 eV

These are the Löwdin partial charges, in e, on atoms 1 to 5: number 1, C, carries 0.051; number 2, C, carries -0.169; number 3, N, carries -0.034; number 4, C, carries -0.108; number 5, C, carries -0.385

***

Most stable: 1

***

--- 1 ---
# C4H6N2O

One molecule with the formula C4H6N2O (the ωB97M-V functional and the def2-TZVPD basis, OMol25).

```
! RIJCOSX wB97M-V def2-TZVPD def2/J DEFGRID3
* xyz 0 1
C -1.21 -0.69 -0.15
C -1.18 0.60 -0.31
N -0.04 1.48 0.03
C 1.37 1.05 -0.06
N 2.08 -0.04 -0.11
O 1.30 -1.08 -0.47
C 0.09 -1.49 0.25
H -2.20 -1.10 -0.22
H -2.13 0.97 -0.41
H -0.18 2.41 0.13
H 1.84 1.89 0.15
H 0.23 -1.43 1.30
H 0.03 -2.56 -0.12
*
```

Calculated values
E_HOMO = -8.4797 eV
orbital gap = 9.26 eV

These are the Löwdin partial charges, in e, on atoms 1 to 5: number 1, C, carries -0.070; number 2, C, carries -0.113; number 3, N, carries 0.082; number 4, C, carries -0.120; number 5, N, carries 0.036

***

--- 2 ---
# C4H6N2O

One molecule with the formula C4H6N2O (the ωB97M-V functional and the def2-TZVPD basis, OMol25).

```
! RIJCOSX wB97M-V def2-TZVPD def2/J DEFGRID3
* xyz 0 1
C -1.98 -0.12 -0.08
C -0.55 0.28 0.15
C 0.40 0.07 -0.79
C 1.63 -0.02 -0.12
O 2.66 -0.47 -0.90
N 1.53 0.27 1.18
N 0.06 0.57 1.31
H -2.75 0.57 0.26
H -2.17 -1.10 0.38
H -2.09 -0.28 -1.16
H 0.28 0.14 -1.85
H 3.54 -0.50 -0.53
H -0.56 0.58 2.14
*
```

Calculated values
E_HOMO = -8.7558 eV
orbital gap = 9.71 eV

These are the Löwdin partial charges, in e, on atoms 1 to 5: number 1, C, carries -0.027; number 2, C, carries -0.356; number 3, C, carries -0.025; number 4, C, carries -0.425; number 5, O, carries 0.066

***

--- 3 ---
# C4H6N2O

C4H6N2O as an isolated structure (the ωB97M-V functional and the def2-TZVPD basis, OMol25).

```
! RIJCOSX wB97M-V def2-TZVPD def2/J DEFGRID3
* xyz 0 1
O 1.60 2.29 0.73
C 0.97 1.32 0.65
N 1.38 -0.09 -0.58
C 0.43 -1.09 -0.09
C -0.73 -0.23 -0.47
C -1.87 0.21 0.34
N -0.72 1.08 -0.11
H 2.35 -0.45 -0.56
H 0.54 -1.35 0.98
H 0.41 -2.00 -0.69
H 0.34 -0.06 -1.52
H -2.87 0.34 -0.09
H -1.84 0.03 1.41
*
```

Calculated values
E_HOMO = -8.4348 eV
orbital gap = 8.09 eV

These are the Löwdin partial charges, in e, on atoms 1 to 5: number 1, O, carries 0.085; number 2, C, carries -0.133; number 3, N, carries -0.037; number 4, C, carries -0.271; number 5, C, carries -0.396

***

Most stable: 2

***

--- 1 ---
# C4H6N2O

One molecule with the formula C4H6N2O (the ωB97M-V functional and the def2-TZVPD basis, OMol25).

```
! RIJCOSX wB97M-V def2-TZVPD def2/J DEFGRID3
* xyz 0 1
N 1.17 -0.25 1.90
C 0.56 0.02 0.67
C -0.12 1.18 0.35
N -0.52 1.07 -0.96
C -0.20 -0.17 -1.41
O -1.10 -0.76 -2.26
C 0.56 -0.82 -0.47
H 0.77 0.32 2.64
H 1.12 -1.23 2.17
H -0.36 2.04 0.95
H -1.21 1.62 -1.45
H -1.62 -1.19 -1.57
H 0.95 -1.83 -0.56
*
```

Calculated values
E_HOMO = -7.5216 eV
orbital gap = 8.31 eV

These are the Löwdin partial charges, in e, on atoms 1 to 5: number 1, N, carries 0.070; number 2, C, carries -0.352; number 3, C, carries -0.076; number 4, N, carries 0.069; number 5, C, carries -0.405

***

--- 2 ---
# C4H6N2O

One molecule with the formula C4H6N2O (the ωB97M-V functional and the def2-TZVPD basis, OMol25).

```
! RIJCOSX wB97M-V def2-TZVPD def2/J DEFGRID3
* xyz 0 1
C -2.35 -0.09 0.02
C -0.87 0.03 -0.19
C 0.11 0.30 0.66
C 1.42 0.53 0.53
N 2.45 -0.33 0.82
N -0.49 -0.16 -1.60
O 0.69 -0.03 -1.85
H -2.79 -0.69 -0.79
H -2.58 -0.55 0.98
H -2.84 0.90 -0.01
H 1.73 1.55 0.30
H 3.32 -0.13 0.36
H 2.21 -1.32 0.79
*
```

Calculated values
E_HOMO = -8.5164 eV
orbital gap = 8.22 eV

These are the Löwdin partial charges, in e, on atoms 1 to 5: number 1, C, carries -0.073; number 2, C, carries -0.335; number 3, C, carries 0.019; number 4, C, carries -0.214; number 5, N, carries 0.079

***

Most stable: 1